# 1
Below is the molecule C6H11N5O2 at a distorted geometry, with properties calculated with the ωB97M-V functional and the def2-TZVPD basis.

E_HOMO (spin up / spin down) ... -7.49 / -6.72 eV
Energy relative to the best compared isomer or geometry (same formula, charge and spin) ... 8.526 eV
E_LUMO (spin up / spin down) ... 0.00 / -1.00 eV
Energy ... -17936.790 eV

ORCA input file:
```
! RIJCOSX wB97M-V def2-TZVPD def2/J DEFGRID3
* xyz 0 1
C -0.95 -1.63 0.47
C -1.52 0.74 -0.07
C -0.30 -0.44 -1.76
C 0.23 0.19 1.67
C -1.36 -0.72 -0.70
C 0.38 -1.18 0.99
N 1.34 -0.88 -0.15
N -0.30 1.20 0.67
N 1.03 -0.33 -1.23
N 0.45 1.77 -0.29
N 1.76 2.13 -0.20
O 2.42 1.65 0.70
O 2.21 2.78 -1.11
H -1.60 -1.57 1.23
H -0.83 -2.70 0.10
H -1.63 1.39 -0.82
H -2.27 0.91 0.67
H -0.32 -1.32 -2.46
H -0.29 0.51 -2.32
H -0.60 0.10 2.36
H 1.15 0.68 1.88
H -2.33 -0.80 -1.03
H 1.04 -1.94 1.46
H 2.28 -0.54 -0.04
*
```

***

# 2
Below is the molecule C3H4O2 at a distorted geometry, with properties calculated with the ωB97M-V functional and the def2-TZVPD basis.

E_HOMO ... -8.99 eV
Energy relative to the best compared isomer or geometry (same formula, charge and spin) ... 3.398 eV
E_LUMO ... 0.70 eV
Energy ... -7267.288 eV

ORCA input file:
```
! RIJCOSX wB97M-V def2-TZVPD def2/J DEFGRID3
* xyz 0 1
C -0.73 -0.40 0.49
C 0.33 -0.56 -0.32
C 2.62 -0.33 0.24
O 1.56 -1.08 0.17
O 2.53 0.89 -0.18
H -1.72 -0.19 -0.07
H -0.76 -0.62 1.57
H 0.31 -0.22 -1.27
H 1.59 1.03 -0.48
*
```

***

# 3
Below is a cluster of 12 separate species, C17H58N14O17 in total at a distorted geometry, with properties calculated with the ωB97M-V functional and the def2-TZVPD basis.

E_HOMO ... -8.79 eV
Energy relative to the best compared isomer or geometry (same formula, charge and spin) ... 10.105 eV
E_LUMO ... 0.03 eV
Energy ... -74235.088 eV

ORCA input file:
```
! RIJCOSX wB97M-V def2-TZVPD def2/J DEFGRID3
* xyz 0 1
N -1.95 -1.09 -2.38
C -3.05 -1.65 -1.92
N -4.04 -1.48 -2.74
O -3.04 -2.10 -0.80
H -2.13 -0.33 -3.02
H -1.40 -0.82 -1.58
H -4.96 -1.90 -2.66
H -3.80 -1.17 -3.68
N 0.91 -6.05 -0.49
C 0.25 -4.95 -0.24
N -0.31 -4.40 -1.14
O 0.12 -4.53 0.93
H 1.04 -6.58 0.36
H 0.96 -6.56 -1.36
H -0.91 -3.62 -0.88
H -0.13 -4.65 -2.10
N 1.33 0.10 4.06
C 2.59 -0.03 3.88
N 3.20 0.89 4.43
O 3.09 -0.76 3.02
H 0.72 -0.31 3.36
H 1.02 0.58 4.89
H 4.16 0.99 4.14
H 2.78 1.62 4.98
N 2.79 -3.21 1.15
C 3.62 -3.94 1.89
N 4.00 -4.88 1.11
O 4.05 -3.70 2.99
H 2.46 -2.30 1.42
H 2.49 -3.71 0.32
H 4.84 -5.34 1.44
H 3.74 -4.97 0.14
N 0.71 -1.96 -3.86
C 1.72 -1.21 -4.23
N 1.43 0.00 -4.12
O 2.69 -1.70 -4.70
H 0.83 -2.96 -3.99
H 0.00 -1.58 -3.25
H 2.17 0.62 -4.43
H 0.55 0.30 -3.73
N 1.05 4.34 2.88
C -0.14 3.96 3.16
N -0.60 3.02 2.35
O -0.82 4.45 4.06
H 1.44 5.23 3.14
H 1.70 3.66 2.51
H -1.57 2.73 2.39
H 0.05 2.80 1.61
N -2.68 2.26 -1.47
C -3.21 2.21 -2.62
N -2.61 2.92 -3.54
O -4.23 1.63 -2.94
H -2.83 1.44 -0.90
H -1.95 2.93 -1.26
H -1.95 3.64 -3.28
H -3.15 2.96 -4.39
O 6.32 0.69 -2.42
C 6.13 0.81 -0.93
C 4.67 0.23 -0.56
O 3.64 0.96 -1.28
H 7.24 0.42 -2.55
H 7.01 0.24 -0.62
H 6.39 1.84 -0.66
H 4.47 0.30 0.51
H 4.73 -0.85 -0.73
H 3.81 0.67 -2.18
O 1.56 3.22 -1.49
C 0.90 3.23 -2.80
C 2.06 3.54 -3.71
O 2.75 2.37 -4.21
H 2.26 2.56 -1.47
H 0.54 2.28 -3.20
H 0.14 4.01 -2.86
H 2.64 4.45 -3.55
H 1.46 3.71 -4.60
H 3.62 2.62 -3.89
O -5.53 3.41 0.77
C -6.12 2.33 0.18
C -5.28 1.04 0.19
O -5.16 0.63 1.56
H -4.79 3.06 1.27
H -7.05 2.16 0.72
H -6.42 2.44 -0.86
H -4.25 1.22 -0.13
H -5.92 0.35 -0.36
H -4.35 0.96 1.98
O 0.48 -0.10 -1.20
C 0.42 0.10 0.22
C -0.74 -0.71 0.94
O -1.61 0.27 1.52
H 1.33 0.12 -1.58
H 1.39 -0.21 0.62
H 0.30 1.18 0.31
H -0.42 -1.35 1.77
H -1.24 -1.28 0.16
H -1.46 0.02 2.43
O -1.82 -0.29 4.66
C -3.08 -0.83 4.69
C -3.40 -2.03 3.79
O -2.51 -3.10 4.16
H -1.75 0.53 5.16
H -3.12 -1.32 5.67
H -3.95 -0.19 4.55
H -3.23 -1.80 2.74
H -4.49 -2.04 3.93
H -1.67 -2.71 4.41
*
```

***

# 4
Below is a cluster of 2 separate species, C2H3FO in total at a distorted geometry, with properties calculated with the ωB97M-V functional and the def2-TZVPD basis.

E_HOMO ... -8.57 eV
Energy relative to the best compared isomer or geometry (same formula, charge and spin) ... 3.786 eV
E_LUMO ... 1.00 eV
Energy ... -6884.157 eV

ORCA input file:
```
! RIJCOSX wB97M-V def2-TZVPD def2/J DEFGRID3
* xyz 0 1
C 1.17 -0.40 0.20
C -0.79 0.50 -0.14
O 2.15 0.16 0.24
F -1.54 -0.52 0.34
H 0.83 -1.53 0.16
H -0.87 1.38 0.33
H -0.96 0.42 -1.13
*
```